(1)
Molecular formula: C45H112N8O
Method: DFT, ωB97M-V/def2-TZVPD

Summary:
Frontier orbital gap, eV: 8.4
Electronic energy, hartree: -2294.6955
E_HOMO, eV: -7.87
ΔE to the lowest compared entry with this formula, charge and spin, kJ/mol: 707.2

Each line ends with the Mulliken charge.
Atoms and positions in Å:
1 C 6.622 -28.486 -20.108  -1.04
2 C 6.608 -27.527 -21.246  -0.74
3 N 7.819 -26.670 -21.597  -0.07
4 C 9.010 -27.465 -21.887  -0.34
5 C 8.716 -28.195 -23.210  -1.40
6 C 8.017 -25.682 -20.515  -0.47
7 C 9.342 -24.828 -20.527  -1.31
8 H 5.830 -29.177 -20.397  0.38
9 H 6.354 -28.004 -19.168  0.37
10 H 7.489 -29.147 -20.136  0.25
11 H 6.370 -28.128 -22.124  0.43
12 H 5.854 -26.768 -21.040  0.35
13 H 9.911 -26.865 -22.015  0.37
14 H 9.341 -28.091 -21.058  0.35
15 H 8.110 -27.712 -23.976  0.38
16 H 9.603 -28.687 -23.611  0.40
17 H 8.092 -29.078 -23.072  0.31
18 H 8.007 -26.370 -19.670  0.41
19 H 7.136 -25.052 -20.393  0.33
20 H 9.393 -24.034 -19.782  0.38
21 H 9.339 -24.293 -21.477  0.35
22 H 10.276 -25.387 -20.473  0.32
23 C 1.687 -17.814 -20.511  -1.29
24 C 1.499 -17.718 -22.047  -0.44
25 N 2.460 -16.811 -22.594  -0.02
26 C 2.663 -17.246 -24.079  -0.60
27 C 1.460 -17.108 -25.005  -1.05
28 C 1.968 -15.447 -22.449  -0.27
29 C 3.024 -14.438 -22.783  -1.34
30 H 1.048 -18.621 -20.150  0.40
31 H 1.553 -16.866 -19.989  0.31
32 H 2.701 -18.134 -20.274  0.31
33 H 1.658 -18.754 -22.345  0.42
34 H 0.448 -17.499 -22.235  0.27
35 H 3.469 -16.682 -24.549  0.36
36 H 3.059 -18.258 -24.168  0.38
37 H 1.718 -17.053 -26.063  0.40
38 H 0.615 -17.795 -24.946  0.30
39 H 1.038 -16.109 -24.898  0.27
40 H 1.846 -15.256 -21.383  0.34
41 H 1.110 -15.328 -23.110  0.28
42 H 3.953 -14.589 -22.233  0.27
43 H 2.632 -13.433 -22.632  0.41
44 H 3.144 -14.564 -23.859  0.29
45 C 1.575 -12.744 -9.294  -1.14
46 C 0.368 -12.625 -10.210  -0.85
47 N -1.005 -12.499 -9.655  -0.05
48 C -1.168 -13.350 -8.439  -0.30
49 C -1.227 -14.882 -8.732  -1.32
50 C -1.282 -11.041 -9.488  -0.36
51 C -2.721 -10.824 -8.957  -1.19
52 H 2.434 -12.610 -9.951  0.44
53 H 1.698 -13.799 -9.050  0.29
54 H 1.737 -11.893 -8.633  0.30
55 H 0.605 -11.732 -10.789  0.43
56 H 0.421 -13.296 -11.068  0.40
57 H -0.420 -13.126 -7.679  0.35
58 H -2.114 -13.145 -7.939  0.31
59 H -2.094 -15.059 -9.368  0.30
60 H -0.365 -15.427 -9.117  0.33
61 H -1.411 -15.276 -7.733  0.37
62 H -1.115 -10.695 -10.508  0.38
63 H -0.585 -10.543 -8.814  0.25
64 H -2.868 -11.321 -7.998  0.33
65 H -3.543 -11.082 -9.624  0.29
66 H -2.838 -9.758 -8.762  0.40
67 C 3.619 -23.868 -13.580  -1.26
68 C 2.285 -23.968 -14.314  -0.52
69 N 1.099 -24.280 -13.429  -0.12
70 C 0.056 -24.585 -14.415  -0.43
71 C -1.266 -25.061 -13.706  -1.38
72 C 0.817 -23.216 -12.397  -0.38
73 C 1.867 -23.270 -11.266  -1.29
74 H 3.691 -24.566 -12.745  0.32
75 H 3.979 -22.871 -13.326  0.25
76 H 4.272 -24.247 -14.366  0.40
77 H 2.168 -22.967 -14.728  0.34
78 H 2.437 -24.623 -15.172  0.48
79 H 0.399 -25.378 -15.080  0.39
80 H -0.096 -23.640 -14.936  0.36
81 H -1.810 -25.833 -14.251  0.41
82 H -2.036 -24.295 -13.607  0.34
83 H -1.035 -25.739 -12.884  0.37
84 H 0.777 -22.221 -12.841  0.32
85 H -0.181 -23.335 -11.976  0.41
86 H 2.698 -22.578 -11.403  0.26
87 H 1.324 -22.872 -10.409  0.43
88 H 2.162 -24.278 -10.974  0.31
89 C 9.220 -7.186 -20.673  -1.16
90 C 9.320 -5.775 -20.202  -0.47
91 N 9.461 -4.873 -21.425  0.30
92 C 8.236 -4.602 -22.206  -0.68
93 C 7.214 -3.745 -21.336  -0.93
94 C 10.349 -3.784 -21.279  -0.75
95 C 11.524 -4.114 -22.170  -1.11
96 H 8.631 -7.297 -21.583  0.27
97 H 8.687 -7.837 -19.981  0.37
98 H 10.193 -7.572 -20.979  0.28
99 H 8.479 -5.555 -19.544  0.26
100 H 10.213 -5.573 -19.610  0.38
101 H 8.501 -4.218 -23.191  0.39
102 H 7.659 -5.502 -22.418  0.25
103 H 7.277 -3.998 -20.278  0.24
104 H 7.477 -2.688 -21.384  0.28
105 H 6.183 -4.021 -21.560  0.37
106 H 10.725 -3.635 -20.267  0.43
107 H 9.853 -2.842 -21.510  0.34
108 H 12.008 -5.021 -21.807  0.26
109 H 12.268 -3.332 -22.018  0.40
110 H 11.406 -4.288 -23.240  0.28
111 C 2.761 -7.202 -15.453  -1.43
112 C 4.166 -6.776 -15.120  -0.38
113 N 4.391 -6.862 -13.711  0.01
114 C 5.742 -6.608 -13.213  -0.52
115 C 6.814 -7.579 -13.653  -1.30
116 C 3.382 -6.160 -12.809  -0.87
117 C 3.249 -4.627 -13.033  -0.97
118 H 2.039 -6.423 -15.209  0.32
119 H 2.465 -8.183 -15.082  0.30
120 H 2.759 -7.313 -16.538  0.46
121 H 4.808 -7.525 -15.583  0.42
122 H 4.434 -5.818 -15.566  0.37
123 H 6.033 -5.586 -13.456  0.40
124 H 5.793 -6.550 -12.125  0.39
125 H 6.296 -8.501 -13.917  0.32
126 H 7.292 -7.246 -14.575  0.29
127 H 7.630 -7.789 -12.962  0.38
128 H 3.764 -6.333 -11.803  0.46
129 H 2.421 -6.673 -12.829  0.43
130 H 3.220 -4.383 -14.095  0.27
131 H 3.890 -3.927 -12.497  0.34
132 H 2.380 -4.486 -12.390  0.33
133 C 17.083 -13.724 -21.860  -1.39
134 C 18.189 -12.725 -22.146  -0.39
135 N 19.540 -13.299 -22.272  0.22
136 C 20.111 -13.863 -21.066  -0.66
137 C 21.319 -14.725 -21.356  -1.25
138 C 20.426 -12.262 -22.800  -0.60
139 C 20.451 -12.210 -24.330  -1.29
140 H 17.283 -14.593 -22.488  0.33
141 H 16.150 -13.304 -22.236  0.42
142 H 17.012 -13.951 -20.796  0.34
143 H 17.852 -12.251 -23.068  0.32
144 H 18.131 -12.080 -21.269  0.32
145 H 20.414 -12.997 -20.477  0.38
146 H 19.335 -14.399 -20.520  0.43
147 H 22.188 -14.168 -21.706  0.34
148 H 21.625 -15.231 -20.441  0.41
149 H 20.903 -15.493 -22.009  0.30
150 H 21.394 -12.391 -22.314  0.49
151 H 20.155 -11.239 -22.540  0.31
152 H 20.493 -13.262 -24.615  0.33
153 H 21.336 -11.686 -24.691  0.38
154 H 19.491 -11.848 -24.697  0.28
155 C 8.595 -15.965 -20.063  -0.94
156 C 8.361 -15.801 -18.578  0.67
157 O 9.304 -15.513 -17.813  -0.65
158 N 7.070 -15.887 -18.215  -0.16
159 C 6.706 -15.623 -16.817  -0.88
160 H 9.428 -16.635 -20.277  0.28
161 H 8.937 -14.983 -20.389  0.25
162 H 7.743 -16.288 -20.660  0.29
163 H 6.357 -15.954 -18.927  0.22
164 H 7.380 -15.133 -16.115  0.31
165 H 6.572 -16.584 -16.321  0.28
166 H 5.840 -14.962 -16.861  0.33

***

(2)
Molecular formula: HN3S
Method: DFT, ωB97M-V/def2-TZVPD

Summary:
Frontier orbital gap (alpha / beta), eV: 7.7 / 7.2
Electronic energy, hartree: -562.8183
E_HOMO (alpha / beta), eV: -6.75 / -10.48
Multiplicity: 3
ΔE to the lowest compared entry with this formula, charge and spin, kJ/mol: 155.2

Each line ends with the Mulliken charge.
Atoms and positions in Å:
1 N 1.370 1.213 0.019  -0.18
2 N 2.551 0.724 -0.035  -0.11
3 N 0.668 0.084 0.150  -0.04
4 S 2.061 -0.889 0.006  0.05
5 H -0.407 -0.127 -0.009  0.28

***

> The lowest electronic energy belongs to which entry?

C45H112N8O

***

> Among the records above, which one has the lowest ΔE to the lowest compared entry with this formula, charge and spin?

HN3S

***

> Among the records above, which one has the highest electronic energy?

HN3S

***

> Number 2 is which compound?

HN3S